No. 1
Molecular formula: C5H8O
Method: DFT, ωB97M-V/def2-TZVPD

Computed properties:
SMILES: C[C@H]1C[C@H]1C=O
Relative energy (zero: lowest compared OMol25 entry of this formula, charge and spin) (kJ/mol): 142.3
Electronic energy (eV): -7360.7804

Geometry as XYZ:
```
14
Properties=species:S:1:pos:R:3:forces:R:3:nbo_charge:R:1
H 1.405 1.057 -0.984 0.170 -0.039 0.019 0.2338
H -0.159 2.385 0.499 -0.135 -0.484 -0.171 0.2278
C -0.097 1.303 0.646 -0.934 -0.312 -0.062 -0.4037
C -1.299 -1.032 -0.437 0.367 0.356 0.197 -0.6152
C 0.849 0.530 -0.222 0.336 -0.036 -0.214 -0.3583
H -0.155 1.032 1.701 -0.003 -0.175 -0.300 0.2156
H -2.407 -1.002 -0.406 0.717 0.120 -0.154 0.2203
O 2.695 -0.917 0.165 -0.234 0.019 0.142 -0.5203
H -0.953 -1.742 0.326 -0.031 0.376 -0.081 0.2110
C 1.599 -0.530 0.487 0.236 -0.092 -0.170 0.4423
H -0.922 -1.382 -1.404 -0.611 -0.622 0.083 0.2205
H -1.014 0.892 -1.313 0.363 0.047 0.195 0.2172
C -0.630 0.348 -0.447 -0.333 0.849 0.672 -0.1913
H 1.088 -0.941 1.389 0.094 -0.009 -0.158 0.1003
```
Forces are in eV/Å.

No. 2
Molecular formula: C5H8O
Method: DFT, ωB97M-V/def2-TZVPD

Computed properties:
Relative energy (zero: lowest compared OMol25 entry of this formula, charge and spin) (kJ/mol): 258.2
Electronic energy (eV): -7359.5787

Geometry as XYZ:
```
14
Properties=species:S:1:pos:R:3:forces:R:3:nbo_charge:R:1
C -1.136 0.778 -0.533 0.024 0.253 -0.197 -0.4238
C 1.171 0.296 0.850 -0.063 0.298 0.207 -0.0543
H 1.151 0.365 1.942 -0.181 -0.107 -0.165 0.1877
H -2.091 -1.088 0.282 0.172 0.112 -0.104 0.2197
H -1.130 1.837 -0.292 -0.137 -0.114 0.006 0.2139
H -1.742 0.202 1.513 0.390 -0.267 -0.221 0.2182
C -1.487 -0.222 0.537 0.010 -0.251 0.023 -0.4038
O 1.850 -0.881 0.380 0.263 0.050 -0.105 -0.5231
H 0.920 -1.832 -1.302 -0.615 -0.450 0.719 0.1925
C 0.976 -0.891 -0.755 0.049 0.136 -0.542 -0.0563
H -1.439 0.540 -1.550 0.043 0.109 0.142 0.2150
H 1.383 -0.218 -1.534 -0.082 0.195 0.227 0.1540
C -0.069 -0.082 0.039 0.128 0.118 -0.172 -0.1016
H 1.642 1.197 0.423 -0.002 -0.082 0.181 0.1619
```
Forces are in eV/Å.

Repeat the second record exactly.
Molecular formula: C5H8O
Method: DFT, ωB97M-V/def2-TZVPD

Computed properties:
Relative energy (zero: lowest compared OMol25 entry of this formula, charge and spin) (kJ/mol): 258.2
Electronic energy (eV): -7359.5787

Geometry as XYZ:
```
14
Properties=species:S:1:pos:R:3:forces:R:3:nbo_charge:R:1
C -1.136 0.778 -0.533 0.024 0.253 -0.197 -0.4238
C 1.171 0.296 0.850 -0.063 0.298 0.207 -0.0543
H 1.151 0.365 1.942 -0.181 -0.107 -0.165 0.1877
H -2.091 -1.088 0.282 0.172 0.112 -0.104 0.2197
H -1.130 1.837 -0.292 -0.137 -0.114 0.006 0.2139
H -1.742 0.202 1.513 0.390 -0.267 -0.221 0.2182
C -1.487 -0.222 0.537 0.010 -0.251 0.023 -0.4038
O 1.850 -0.881 0.380 0.263 0.050 -0.105 -0.5231
H 0.920 -1.832 -1.302 -0.615 -0.450 0.719 0.1925
C 0.976 -0.891 -0.755 0.049 0.136 -0.542 -0.0563
H -1.439 0.540 -1.550 0.043 0.109 0.142 0.2150
H 1.383 -0.218 -1.534 -0.082 0.195 0.227 0.1540
C -0.069 -0.082 0.039 0.128 0.118 -0.172 -0.1016
H 1.642 1.197 0.423 -0.002 -0.082 0.181 0.1619
```
Forces are in eV/Å.